Here is C51H58BaI2N2O6PS2Te as an isolated structure at a distorted geometry from the OMol25 dataset. Energies are from ωB97M-V/def2-TZVPD.

ORCA input file:
```
! RIJCOSX wB97M-V def2-TZVPD def2/J DEFGRID3
* xyz -2 2
Ba 0.68850 0.20987 -1.25459
I 2.38821 1.89633 -6.16623
C 3.59233 1.66694 -4.50082
C 4.93573 2.08118 -4.57053
C 5.77227 1.97198 -3.49962
I 7.73400 2.63123 -3.69439
C 5.28773 1.41897 -2.27742
C 6.05089 1.32216 -1.08789
C 5.49602 0.82181 0.04972
C 4.15952 0.36934 0.00328
N 3.43681 0.41986 -1.08203
C 3.95607 0.96823 -2.21955
C 3.04117 1.11304 -3.35750
O 1.81807 0.76218 -3.23415
H 5.29859 2.50105 -5.49945
H 7.07362 1.67755 -1.09429
H 6.04190 0.77542 0.98210
H 3.68422 -0.01413 0.89926
O -0.96691 -1.11711 0.38721
H -1.75488 -1.04826 -0.17485
H -1.04818 -0.47073 1.12936
O -0.44768 2.47035 -3.05114
H -1.12124 2.00982 -3.56638
H 0.39935 2.12603 -3.37958
S 0.52143 -2.25832 -5.27893
C 1.92288 3.56497 -0.69162
C 1.41436 3.00818 0.66243
O 1.57524 3.77252 1.63678
N 0.84098 1.80967 0.61396
Te -0.38112 1.50552 2.53473
C -1.49063 1.25502 4.68159
C -1.51410 0.11512 5.49391
C -0.79289 -1.14213 5.08849
C -2.22130 0.09082 6.69921
C -2.93860 1.18982 7.14238
C -3.68993 1.16203 8.44683
C -2.93939 2.31944 6.33546
C -2.23759 2.35827 5.13190
C -2.31676 3.63243 4.32369
C 1.43046 1.07150 3.56227
C 1.92078 1.99400 4.49363
C 1.18385 3.25412 4.83259
C 3.14222 1.74164 5.11952
C 3.89205 0.61006 4.85231
C 5.20834 0.37225 5.54306
C 3.38975 -0.29773 3.93049
C 2.17251 -0.08800 3.29012
C 1.68963 -1.14746 2.33793
H 2.31138 4.57372 -0.55202
H 1.12220 3.59268 -1.43354
H 2.72948 2.94994 -1.09800
H -0.98833 -1.36660 4.03888
H -1.11540 -1.99307 5.69334
H 0.28914 -1.04297 5.19122
H -2.21510 -0.81421 7.30334
H -3.61864 0.17961 8.91624
H -4.75055 1.38661 8.30715
H -3.29902 1.89421 9.15827
H -3.49932 3.19836 6.64960
H -2.83765 4.41129 4.88594
H -2.85576 3.47990 3.38538
H -1.33033 4.00127 4.03979
H 1.06573 3.84887 3.92462
H 1.73876 3.81990 5.58432
H 0.19222 3.02871 5.22930
H 3.51644 2.46819 5.83472
H 5.44754 1.19651 6.21563
H 6.03079 0.27937 4.82942
H 5.19176 -0.54653 6.13513
H 3.95093 -1.20129 3.70336
H 2.52975 -1.76417 2.01617
H 1.20875 -0.69756 1.47582
H 0.93630 -1.79037 2.79727
O -1.83724 -0.98999 -2.14925
P -2.76483 -0.90735 -3.35112
C -4.36059 -1.67547 -2.89865
C -5.53821 -1.44329 -3.60448
C -6.72736 -2.02930 -3.20074
C -6.74381 -2.85428 -2.08084
C -5.57754 -3.09016 -1.37082
C -4.38609 -2.49976 -1.78122
C -3.22085 0.86057 -3.47617
C -3.42862 1.63452 -2.33358
C -3.75370 2.97437 -2.43980
C -3.86812 3.56580 -3.69356
C -3.66116 2.81293 -4.83676
C -3.34330 1.46235 -4.72685
C -2.26021 -1.49905 -4.85583
C -2.97296 -2.43785 -5.65764
C -2.54015 -2.77253 -6.93516
C -1.37810 -2.26046 -7.49111
C -0.48814 -1.44589 -6.67688
C -0.92443 -1.06015 -5.32415
H -5.52825 -0.79673 -4.47463
H -7.63855 -1.84127 -3.75413
H -7.67337 -3.30976 -1.76007
H -5.58739 -3.72451 -0.49399
H -3.46962 -2.66820 -1.22959
H -3.29921 1.19254 -1.35341
H -3.88493 3.56600 -1.54408
H -4.09873 4.62056 -3.77131
H -3.73188 3.27393 -5.81390
H -3.18048 0.85657 -5.61140
H -3.89554 -2.86879 -5.29113
H -3.14616 -3.45239 -7.52542
H -1.06853 -2.52631 -8.49236
H 0.15537 -0.74217 -7.19359
H -0.57027 -0.09079 -4.98261
C 3.62932 -5.23752 -0.25284
C 3.26285 -3.84548 0.23916
S 2.11184 -2.99721 -0.84980
O 2.52100 -3.33228 -2.25650
C 0.59149 -3.89969 -0.45046
C -0.29055 -4.00450 -1.68850
H 4.53720 -5.57960 0.24534
H 3.80437 -5.21693 -1.32763
H 2.84091 -5.96100 -0.04774
H 4.13795 -3.19444 0.27504
H 2.81102 -3.85000 1.23229
H 0.10653 -3.29267 0.31642
H 0.84320 -4.87473 -0.02884
H -0.71927 -3.03931 -1.95743
H -1.11411 -4.68955 -1.47950
H 0.26985 -4.36803 -2.54732
*
```

Values from the calculation:
- Energy above the lowest of the compared OMol25 structures with the same formula, charge and spin: 5.09 kcal per mole
- Highest occupied orbital energy (spin up / spin down): -0.0382 / -0.0562 Ha
- Molecular weight: 1408.88 g/mol
- HOMO-LUMO gap (spin up / spin down): 4.203 / 4.692 eV



Here is C29H30MnN6O5S2 as an isolated structure at a distorted geometry from the OMol25 dataset. Energies are from ωB97M-V/def2-TZVPD.

ORCA input file:
```
! RIJCOSX wB97M-V def2-TZVPD def2/J DEFGRID3
* xyz 2 2
Mn -0.71392 -0.64704 -0.06435
C 2.13378 2.35229 -6.21670
C 2.08236 1.36543 -5.09103
C 0.86332 0.80645 -4.69080
C 0.80587 -0.08825 -3.64420
C 1.98584 -0.42076 -2.97953
C 3.21617 0.11409 -3.35662
C 3.25228 0.99780 -4.41524
S 1.91279 -1.52841 -1.64427
O 3.19499 -1.82396 -1.10844
O 0.93311 -2.54515 -1.89360
N 1.12382 -0.57611 -0.40706
C 1.70471 0.69626 -0.15905
C 0.58514 1.68704 -0.65164
O 0.80863 2.81516 -0.92154
O -0.60274 1.09084 -0.64640
H 1.28892 2.23409 -6.89256
H 3.05758 2.25642 -6.78556
H 2.10028 3.36854 -5.81366
H -0.04303 1.07013 -5.22129
H -0.13033 -0.54277 -3.36291
H 4.12216 -0.17883 -2.83671
H 4.20364 1.40796 -4.73225
H 2.65073 0.87423 -0.66049
H 1.81568 0.86973 0.91611
N -4.59389 -1.71766 -0.42984
C -4.92338 -0.36686 -0.52044
C -6.14519 0.27547 -0.67224
C -6.10754 1.65346 -0.72279
C -4.89752 2.35996 -0.63140
C -3.68635 1.71632 -0.48375
C -3.71346 0.32382 -0.42194
N -2.69296 -0.61738 -0.28466
C -3.27069 -1.81092 -0.29376
C -2.42887 -2.98229 -0.12040
C -2.68200 -4.30945 -0.19648
S -1.24691 -5.19150 0.09440
C -0.38500 -3.75180 0.29086
N -1.10814 -2.66964 0.15584
H -5.24335 -2.48703 -0.46911
H -7.07630 -0.27165 -0.74938
H -7.03120 2.20482 -0.84146
H -4.91727 3.44092 -0.68682
H -2.75573 2.26410 -0.44300
H -3.61587 -4.81110 -0.40915
H 0.67764 -3.74279 0.49978
C -2.47687 -4.11913 3.69383
C -2.28907 -3.04574 4.76061
N -0.92530 -2.98432 5.27908
C -0.47204 -4.05766 6.17894
C 0.55149 -4.97758 5.52748
C -0.10036 -1.92660 5.12509
O 0.95089 -1.77191 5.71846
C -0.49467 -0.85042 4.13950
C -0.63193 0.46995 4.55402
C -0.85968 1.44864 3.59955
C -0.89494 1.09937 2.26681
N -0.71741 -0.16979 1.86320
C -0.53905 -1.12405 2.79284
H -3.49947 -4.09249 3.30892
H -2.29845 -5.11520 4.10163
H -1.78105 -3.96608 2.85940
H -2.96191 -3.23849 5.59857
H -2.56531 -2.07049 4.36534
H -1.35730 -4.61337 6.48677
H -0.03756 -3.59653 7.06390
H 0.14295 -5.45537 4.63297
H 0.84227 -5.76210 6.22770
H 1.44756 -4.41885 5.25813
H -0.55209 0.71570 5.60593
H -0.99590 2.48522 3.87690
H -1.07195 1.83833 1.49994
H -0.40334 -2.13497 2.44118
*
```

Values from the calculation:
- Energy above the lowest of the compared OMol25 structures with the same formula, charge and spin: 0.00 kcal per mole
- Highest occupied orbital energy (spin up / spin down): -0.5213 / -0.5213 Ha
- Molecular weight: 661.67 g/mol
- HOMO-LUMO gap (spin up / spin down): 5.273 / 5.353 eV



Here is a 2-piece molecular cluster, C6H14N2O overall at a distorted geometry from the OMol25 dataset. Energies are from ωB97M-V/def2-TZVPD.

ORCA input file:
```
! RIJCOSX wB97M-V def2-TZVPD def2/J DEFGRID3
* xyz 0 1
C -1.95318 0.70825 -0.14117
N -1.06234 -0.38304 0.25662
C -0.32815 -0.32466 1.80240
C -1.42692 -0.59423 2.81409
O 0.65614 -1.17609 1.78535
H -2.82744 0.75477 0.50835
H -2.29044 0.57442 -1.17125
H -1.40565 1.64754 -0.07175
H -0.14766 -0.43507 -0.38301
H -1.52750 -1.28577 0.19903
H -0.04835 0.74732 1.79849
H -2.27348 0.08296 2.70053
H -1.76384 -1.62798 2.72935
H -1.00885 -0.44999 3.81009
H 1.31515 -1.16239 0.52177
N 1.36903 -0.76667 -0.61426
C 2.41105 -0.29288 -1.13956
C 2.42364 0.54834 -2.35464
C 1.33520 0.92145 -3.02217
H 3.41055 -0.49770 -0.72717
H 3.40870 0.80637 -2.73067
H 0.34731 0.67897 -2.65407
H 1.38704 1.52610 -3.91634
*
```

Values from the calculation:
- Energy above the lowest of the compared OMol25 structures with the same formula, charge and spin: 84.04 kcal per mole
- Highest occupied orbital energy: -0.3061 Ha
- Structure (SMILES): C[NH2+][C@@H](C)[O-].[H]/N=C/C=C
- Molecular weight: 130.19 g/mol
- HOMO-LUMO gap: 8.972 eV